114
Properties=species:S:1:pos:R:3:forces:R:3:lowdin_charge:R:1 method="wB97M-V/def2-TZVPD" e_tot_ev=-203765.9593 total_charge=-1 gap_ev=9.48 max_force_ev_per_a=10.30 homo_energy_ev=-7.7
Zn 0.788761 3.861467 0.404392 -0.4359 -0.6797 -0.3011 0.73
C -2.512862 4.351409 -2.007091 1.2496 -0.5464 -0.2974 -0.68
F -3.396113 4.758794 -2.909065 -0.3047 0.1372 0.0201 0.15
F -2.973572 4.574106 -0.783343 -0.5829 0.1447 0.4833 0.14
F -2.337537 3.035028 -2.151287 -0.2551 -0.0824 -0.0083 0.13
S -0.905488 5.212991 -2.235194 -0.2013 0.8119 -0.7936 0.48
O -0.450068 4.845455 -3.533270 0.1531 -0.6272 -0.4410 -0.26
O -1.264614 6.587526 -2.076962 -0.2748 0.7266 0.5275 -0.29
O -0.062855 4.715292 -1.151720 0.3374 -0.2627 0.7518 -0.32
C 4.284852 3.935346 -2.261025 -0.4251 0.3707 1.0644 -0.69
F 3.724719 3.111634 -3.133275 0.1268 -0.1275 -0.2495 0.15
F 5.581217 4.067630 -2.484109 0.6266 -0.5038 -0.4280 0.15
F 3.760768 5.145267 -2.392116 -0.5371 0.5087 -0.3215 0.14
S 4.031006 3.383435 -0.519080 0.2043 -0.3242 0.4936 0.51
O 4.365386 1.987316 -0.521251 -0.1980 -0.4180 -0.1588 -0.29
O 4.886674 4.224989 0.258477 0.2431 0.4927 0.1307 -0.28
O 2.606507 3.651585 -0.265289 -0.0093 0.0925 -0.4860 -0.33
C 0.001129 0.276966 -1.900196 -0.0835 0.8834 1.8420 -0.79
F -0.283708 -0.975488 -2.068552 -0.3386 -2.2256 -0.3061 0.17
F 1.272792 0.487628 -2.010335 2.4942 -0.1669 0.0341 0.19
F -0.561055 0.972525 -2.822275 -1.6788 1.3617 -1.6651 0.20
S -0.523214 0.745057 -0.210994 -0.4620 -0.5772 0.9512 0.47
O -1.946648 0.817356 -0.220431 -1.2194 -0.2101 -0.4138 -0.27
O 0.029888 -0.264203 0.651122 0.4703 -0.7178 0.0897 -0.29
O 0.077340 2.030583 0.045608 1.0057 1.0862 -0.2959 -0.32
C 2.065467 -3.695710 -0.306659 -0.5127 0.6899 1.6678 -0.11
O 2.408922 -3.161878 -1.567583 -0.5371 0.1165 -0.0584 -0.18
P 3.880290 -3.380381 -2.086130 0.3381 -1.0787 0.5045 0.29
O 4.099691 -3.193436 -3.487771 -0.2680 0.4255 -1.7589 -0.17
O 4.178388 -4.869099 -1.619934 0.8368 0.5874 1.2869 -0.22
C 3.596114 -5.909644 -2.307292 -0.5034 -1.5532 -0.7592 -0.15
O 4.842738 -2.618744 -1.140495 0.1202 0.7856 1.4844 -0.18
C 4.554065 -1.249222 -0.754397 0.4039 0.4639 -0.6911 -0.06
H 2.524525 -3.154224 0.537165 0.4082 0.0760 -0.4513 0.09
H 2.309705 -4.744900 -0.136628 -0.0879 -0.0214 -0.5443 0.09
H 1.012976 -3.495763 -0.124119 -0.2390 -0.2700 -0.4864 0.08
H 3.077082 -5.570672 -3.203388 0.0945 -0.0627 -0.1629 0.09
H 2.882589 -6.479242 -1.697937 -0.0447 0.3527 0.2009 0.08
H 4.373160 -6.629547 -2.565902 0.0330 0.0647 -0.2907 0.09
H 4.027353 -0.731401 -1.557532 -0.0047 -0.0191 0.0641 0.09
H 5.517597 -0.763357 -0.628545 -0.0262 -0.0107 0.0254 0.09
H 3.984408 -1.129540 0.167015 -0.0679 -0.5665 -0.0038 0.08
C -2.284413 6.412955 1.645710 -0.2968 0.0725 -0.1418 0.01
O -2.696723 5.221806 2.353045 -0.7010 1.6607 0.1670 0.05
C -1.993486 4.144195 2.202551 0.2868 0.3237 -0.4743 -0.62
O -1.010426 4.066859 1.508758 1.0139 -0.1758 -0.1543 0.08
O -2.542456 3.202543 2.894777 -0.1302 -1.5034 0.8343 0.07
C -1.784144 2.009503 3.179596 0.5551 0.1442 0.9045 0.02
H -3.183665 6.821142 1.187421 0.1012 -0.2042 -0.2126 0.10
H -1.527033 6.168075 0.904731 -0.1550 0.1592 -0.0300 0.08
H -1.931976 7.173711 2.343800 0.1838 -0.3647 0.1982 0.10
H -1.088443 2.199607 4.015641 -0.1621 0.3290 -0.3020 0.10
H -1.192294 1.627513 2.356840 -0.3636 0.0653 -0.3734 0.07
H -2.488633 1.293097 3.579953 -0.2649 -0.1530 -0.4410 0.10
C -1.030478 -4.733916 -3.281546 0.2829 -0.7923 0.1259 -0.03
O -1.906893 -4.636708 -2.149028 -0.3068 -0.0605 -0.1191 -0.01
C -2.849671 -3.676451 -2.187982 0.5116 -0.6560 3.0436 -0.62
O -3.153288 -3.013076 -3.094806 -0.7091 1.6387 -2.9286 0.18
O -3.356565 -3.549859 -0.943675 0.5651 -1.3053 0.1827 -0.02
C -4.239212 -2.512059 -0.547235 0.0569 0.5012 0.1670 -0.04
H -0.425119 -3.836583 -3.364912 -0.0504 0.0663 -0.1555 0.08
H -1.495797 -5.032680 -4.224057 -0.5347 0.6294 0.1446 0.10
H -0.395063 -5.597382 -3.068856 0.1365 0.3069 0.3401 0.09
H -5.240671 -2.561675 -0.972079 0.1679 -0.1204 -0.4123 0.10
H -3.784466 -1.533439 -0.704377 -0.0472 -0.0611 -0.2612 0.08
H -4.354784 -2.634902 0.528347 0.0729 -0.1107 -0.0177 0.09
C -6.341341 -0.197640 3.639151 0.4098 -1.1947 1.0693 -0.06
O -5.612552 0.614264 2.744079 -0.0316 0.4037 0.2999 0.01
C -5.905227 0.429938 1.461065 -0.5291 0.9633 -0.6880 -0.61
O -6.656586 -0.402433 1.029334 0.1509 -0.5677 -0.0453 0.12
O -5.342000 1.412624 0.755906 0.4363 -0.0580 0.9524 0.02
C -5.183906 1.194613 -0.627512 0.5486 -0.8799 -0.9038 -0.04
H -7.420056 -0.053756 3.668976 0.0217 0.2265 -0.5494 0.10
H -5.971194 -0.010611 4.649605 0.1290 0.4001 -0.2205 0.09
H -6.108884 -1.254091 3.462138 -0.3114 0.1360 -0.2283 0.10
H -4.879758 2.110453 -1.112172 -0.4481 0.4535 0.1504 0.09
H -6.064959 0.724207 -1.049114 -0.2591 0.2969 -0.1543 0.09
H -4.337608 0.533424 -0.822334 -0.0041 -0.0995 0.3086 0.06
C 0.048852 -3.839589 2.633644 -0.8284 1.3598 0.7907 0.00
O -0.254750 -4.677240 3.779890 -0.4370 -0.1960 -1.8341 0.03
C -0.028243 -4.160857 4.958036 0.2720 -0.3876 0.5809 -0.65
O 0.611084 -3.187075 5.222425 0.3234 0.8427 0.1550 0.13
O -0.594644 -4.964957 5.858141 -0.4276 -0.1987 -0.3721 0.00
C -0.354339 -4.657024 7.205048 0.7489 0.4367 0.7426 -0.07
H -0.773790 -3.806913 1.922452 0.0009 -1.1183 -0.1170 0.10
H 1.006138 -4.079634 2.200746 0.1348 -0.1921 -0.0243 0.08
H -0.002605 -2.799086 2.961930 0.7599 -0.0230 0.1439 0.10
H -0.473642 -3.601263 7.462546 -0.4334 -0.0545 -0.3368 0.09
H 0.691029 -4.856332 7.465180 -0.1475 -0.3494 -0.0010 0.10
H -1.039580 -5.280698 7.759998 0.0094 -0.0642 0.2689 0.09
C 2.712939 0.914091 2.257349 -0.2010 -1.0170 -0.1689 0.02
O 2.313575 1.600016 3.455232 0.4089 -0.2480 0.3042 0.03
C 1.857301 2.810157 3.336768 -0.8690 0.4447 -0.2084 -0.56
O 1.533644 3.353903 2.296731 0.2863 0.1043 0.8104 0.09
O 1.649253 3.403387 4.514853 -0.4580 1.0307 -0.8214 0.02
C 2.417678 3.018052 5.631266 0.3384 -1.3702 0.1084 -0.04
H 2.180665 1.300960 1.395413 0.3628 0.1701 -0.1089 0.07
H 2.414797 -0.129260 2.374520 -0.1506 0.1600 0.1686 0.10
H 3.795323 0.929433 2.217193 0.0861 0.4097 -0.3799 0.10
H 3.469904 3.176355 5.414156 0.1437 0.0920 0.1877 0.10
H 2.243415 1.956441 5.802930 0.2194 -0.0449 0.2246 0.10
H 2.102726 3.553247 6.514335 -0.1829 0.4502 -0.1316 0.09
C 2.909898 1.356155 -6.313965 0.2124 -0.5696 -0.1866 -0.03
O 1.958048 0.349757 -5.966006 -1.1678 0.1173 -0.3777 -0.03
C 2.393192 -0.811049 -5.417995 -8.6518 3.5135 0.5734 -0.67
O 3.448363 -1.124898 -5.318638 9.9017 -2.8237 0.1427 0.23
O 1.413758 -1.454805 -4.744392 -0.4715 -0.3493 -0.5332 -0.02
C 0.025040 -1.493273 -5.138553 1.1162 0.5387 -0.2209 -0.02
H 3.223068 1.903179 -5.428103 0.0002 -0.0059 0.0652 0.08
H 2.410238 2.017738 -7.013305 -0.1009 0.0767 0.0588 0.09
H 3.776074 0.912038 -6.805865 0.0401 -0.0062 0.1018 0.09
H -0.151180 -0.987616 -6.087485 0.0957 -0.0050 -0.0003 0.10
H -0.510046 -0.975470 -4.356709 -0.5175 -0.3175 -0.0377 0.07
H -0.171831 -2.554043 -5.234161 -0.5897 -0.0025 0.1082 0.08